# C4H40O17

A cluster of 16 separate species, C4H40O17 in total (ωB97M-V with the def2-TZVPD basis set, the OMol25 dataset).

XYZ file:
```
61
C4H40O17, DFT ωB97M-V with the def2-TZVPD basis set
C 0.2581 -0.6699 -0.4961
C -0.1165 0.5137 0.3437
C -1.5343 0.2572 0.9525
O -1.7232 1.4605 1.7284
C 1.5733 -0.3685 -1.2605
O 1.7924 -1.5196 -2.0554
H -0.5333 -1.0141 -1.1390
H 0.3893 -1.5843 0.1938
H -0.2102 1.3916 -0.2773
H 0.7690 0.8413 1.0777
H -1.5594 -0.6102 1.7266
H -2.3098 0.3670 0.1449
H -1.3996 1.3416 2.6376
H 2.5179 -0.2739 -0.5438
H 1.5371 0.5557 -1.8150
H 1.1803 -1.4505 -2.8622
H 0.9607 -4.0483 2.4614
H 1.9854 -3.9898 1.4511
O 1.8980 -3.8793 2.3812
H -4.1157 -1.7732 1.3885
H -2.6227 -1.9483 1.8161
O -3.2355 -1.9266 0.9671
H -2.9149 -1.5154 -1.7621
H -2.6730 -0.1118 -2.0808
O -2.4535 -0.9272 -2.4010
H 1.7493 2.8062 -0.2958
H 2.3799 3.2686 1.0740
O 2.4375 2.6186 0.2904
H -0.1034 2.6735 -1.2564
H 0.5218 4.0612 -1.5704
O 0.7070 3.1126 -1.6872
H -2.8610 1.9543 -2.6705
H -3.3364 2.3735 -1.2994
O -3.1274 1.5989 -1.8063
H 2.0423 -0.6988 1.8969
H 1.9503 -2.0785 2.6754
O 1.4635 -1.2338 2.5155
H 1.8298 -4.4964 -1.1631
H 1.7426 -2.9157 -1.1745
O 1.6398 -3.7246 -0.5865
H 2.7895 2.7971 3.4157
H 1.5585 1.9999 3.3317
O 2.0859 2.7467 2.9668
H 0.0626 -2.2259 1.8348
H -1.0364 -3.3158 1.4386
O -0.8126 -2.7308 2.0986
H -1.1806 -0.8770 -4.7529
H -0.7299 -1.9403 -3.7070
O -0.3347 -1.3629 -4.4976
H -2.5984 4.4324 -0.3210
H -2.2229 3.3510 0.6713
O -2.5399 3.4998 -0.1820
H 3.1874 0.9501 1.3003
H 4.1371 0.0962 0.4182
O 3.5461 0.1344 1.1630
H -0.6495 1.3308 -3.9440
H -1.5668 0.3591 -4.2361
O -1.5622 1.3741 -4.3830
H -0.0031 0.5450 4.4836
H 0.5081 0.0350 3.3048
O 0.1870 0.8771 3.5995
```

* highest occupied orbital energy: -9.248 eV
* total charge: 0
* multiplicity: 1
* relative energy (zero: lowest compared OMol25 entry of this formula, charge and spin): 52.6 kcal/mol
* E_LUMO: 0.17 eV